Entry 1:
{
  "formula": "C5H9FINO3PSr",
  "method": "ωB97M-V with the def2-TZVPD basis set",
  "symbols": ["I", "Sr", "P", "F", "O", "O", "O", "N", "C", "C", "C", "C", "C", "H", "H", "H", "H", "H", "H", "H", "H", "H"],
  "positions_angstrom": [[2.87, -0.39, -2.27], [2.15, -2.72, 2.07], [0.38, -0.29, -2.47], [0.99, -1.64, 0.28], [0.17, 1.08, -3.25], [0.70, 3.41, -1.02], [-1.32, 2.50, -1.24], [-0.31, 0.05, -0.91], [-1.23, -1.02, 1.09], [0.31, 1.19, -0.21], [-0.36, -1.10, -0.16], [-0.28, -0.95, 2.22], [-0.13, 2.52, -0.88], [-0.77, -1.87, -0.80], [1.39, 1.18, -0.17], [-0.61, 1.57, -2.90], [0.02, 0.06, 2.46], [-0.72, -1.33, 3.15], [-1.82, -0.11, 1.05], [-0.04, 1.26, 0.82], [-1.96, -1.82, 1.13], [0.57, -1.56, 1.99]],
  "homo_ev": -9.98,
  "e_lumo_ev": -7.19,
  "charge": 1
}


Entry 2:
{
  "formula": "C5H9FNS",
  "method": "ωB97M-V with the def2-TZVPD basis set",
  "symbols": ["S", "F", "N", "C", "C", "C", "C", "C", "H", "H", "H", "H", "H", "H", "H", "H", "H"],
  "positions_angstrom": [[0.95, -1.51, -0.40], [0.34, 2.17, 0.73], [-0.15, -0.10, 0.33], [0.64, 0.96, 0.97], [-1.34, 0.10, -0.53], [-2.47, -0.53, -0.23], [-0.28, 0.06, 1.73], [2.05, -0.38, -1.53], [0.19, -0.73, 2.28], [1.43, 0.57, -1.62], [-1.18, 0.85, -1.27], [-2.47, -1.28, 0.53], [-1.19, 0.32, 2.03], [2.35, -0.90, -2.34], [-3.37, -0.41, -0.77], [1.68, 0.91, 0.93], [2.81, -0.10, -0.84]],
  "smiles": "C=C[N@+]1(SC)C[C@@H]1F",
  "homo_ev": -14.06,
  "e_lumo_ev": -4.72,
  "charge": 1
}


Entry 3:
{
  "formula": "C5H9FO2S2",
  "method": "ωB97M-V with the def2-TZVPD basis set",
  "symbols": ["S", "S", "F", "O", "O", "C", "C", "C", "C", "C", "H", "H", "H", "H", "H", "H", "H", "H", "H"],
  "positions_angstrom": [[1.92, -1.31, 1.04], [2.90, 2.43, -0.66], [-0.24, -0.56, 2.41], [0.42, 1.73, -0.35], [-0.70, -1.41, 0.36], [-2.88, -0.63, 1.25], [-2.00, -1.48, 0.44], [0.20, -0.97, 1.22], [1.51, 0.41, -2.12], [1.39, 1.38, -0.97], [2.49, 0.11, -2.51], [-2.85, -0.88, 2.30], [-2.40, -1.89, -0.53], [2.33, 0.05, 0.58], [0.92, 0.80, -2.96], [0.92, -0.49, -1.84], [-3.83, -0.81, 1.02], [2.41, 3.17, 0.21], [-2.51, 0.34, 1.11]],
  "homo_ev": [-7.27, -7.31],
  "e_lumo_ev": [0.43, 0.28]
}


Entry 4:
{
  "formula": "C5H9FOS",
  "method": "ωB97M-V with the def2-TZVPD basis set",
  "symbols": ["S", "F", "O", "C", "C", "C", "C", "C", "H", "H", "H", "H", "H", "H", "H", "H", "H"],
  "positions_angstrom": [[-1.35, 0.30, 1.00], [0.28, -1.92, -0.67], [1.27, -1.02, 1.78], [0.25, 0.51, 0.11], [-2.18, -0.84, -0.13], [1.45, -0.26, 0.66], [0.54, 1.90, -0.36], [0.87, -0.67, -0.66], [-0.24, 2.23, -1.08], [-1.91, -1.86, 0.10], [1.35, -0.42, -1.61], [-1.91, -0.59, -1.12], [1.46, 1.98, -0.95], [2.39, 0.37, 0.61], [0.45, -1.56, 1.77], [0.55, 2.57, 0.50], [-3.28, -0.74, 0.04]],
  "smiles": "CS[C@]1(C)[C@H](F)[C@@H]1O",
  "homo_ev": -8.80,
  "e_lumo_ev": 0.75
}


Entry 5:
{
  "formula": "C5H9FS",
  "method": "ωB97M-V with the def2-TZVPD basis set",
  "symbols": ["S", "F", "C", "C", "C", "C", "C", "H", "H", "H", "H", "H", "H", "H", "H", "H"],
  "positions_angstrom": [[-3.43, -0.33, -0.21], [0.81, 1.65, 0.67], [2.66, -0.41, -0.71], [-0.85, 0.08, 0.82], [0.52, 0.43, 0.46], [-1.82, 0.44, -0.39], [1.35, -0.43, -0.03], [2.46, -0.46, -1.79], [3.18, -1.26, -0.43], [-1.32, -0.07, -1.30], [-3.40, 0.05, 1.10], [-1.06, -0.95, 1.18], [-1.10, 0.64, 1.78], [3.19, 0.57, -0.44], [-2.03, 1.50, -0.51], [0.85, -1.44, -0.20]],
  "smiles": "C/C=C(\\F)CCS",
  "homo_ev": -8.94,
  "e_lumo_ev": 0.91
}


Entry 6:
{
  "formula": "C5H9IN",
  "method": "ωB97M-V with the def2-TZVPD basis set",
  "symbols": ["I", "N", "C", "C", "C", "C", "C", "H", "H", "H", "H", "H", "H", "H", "H", "H"],
  "positions_angstrom": [[-3.42, 0.05, 0.18], [-0.95, -1.31, -0.83], [-1.36, 0.06, -0.41], [0.05, 1.68, -0.56], [0.96, 0.02, 1.29], [-0.09, 0.96, 0.70], [-0.86, 1.14, -1.33], [1.62, 0.59, 1.98], [-0.04, -1.56, -1.11], [-1.15, -2.06, -0.11], [0.45, -0.77, 1.87], [-1.16, 1.53, -2.38], [-0.56, 1.41, 1.49], [-1.48, -1.31, -1.70], [0.64, 2.56, -0.75], [1.62, -0.58, 0.71]],
  "homo_ev": -13.43,
  "e_lumo_ev": -3.72,
  "charge": 1
}


Entry 7:
{
  "formula": "C5H9IO",
  "method": "ωB97M-V with the def2-TZVPD basis set",
  "symbols": ["I", "O", "C", "C", "C", "C", "C", "H", "H", "H", "H", "H", "H", "H", "H", "H"],
  "positions_angstrom": [[1.77, 2.09, -1.53], [1.48, -0.88, -1.39], [0.42, -0.28, 1.96], [0.66, 0.19, -1.48], [0.20, 1.19, 1.94], [-0.49, 0.31, 1.04], [-0.48, 0.01, -2.43], [1.49, -0.56, 1.79], [-1.10, -0.76, -2.18], [-0.09, -0.91, 2.76], [-1.06, 1.04, -2.45], [-0.41, 1.37, 2.86], [-1.61, 0.12, 1.07], [-0.02, -0.11, -3.45], [1.41, -1.13, -0.43], [0.86, 1.90, 1.64]],
  "homo_ev": [-7.18, -9.40],
  "e_lumo_ev": [0.61, -1.05],
  "spin_multiplicity": 3,
  "s_squared": 2.01
}


Entry 8:
{
  "formula": "C5H9Li2O4",
  "method": "ωB97M-V with the def2-TZVPD basis set",
  "symbols": ["O", "O", "O", "O", "C", "C", "C", "C", "C", "Li", "Li", "H", "H", "H", "H", "H", "H", "H", "H", "H"],
  "positions_angstrom": [[-0.94, -0.40, -0.59], [1.19, -0.25, 0.27], [0.11, -2.27, 0.46], [-1.88, 0.21, 2.33], [1.41, -2.44, 0.99], [-0.15, -0.74, 0.38], [2.19, -1.26, 0.40], [-1.18, 2.48, 1.77], [-1.52, 1.44, 2.84], [-2.12, 0.14, 0.55], [-0.22, -2.47, -1.60], [2.97, -0.90, 1.08], [-0.42, 2.08, 1.08], [-0.63, 1.34, 3.50], [-2.32, 1.87, 3.49], [1.37, -2.36, 2.09], [-0.79, 3.41, 2.21], [-2.07, 2.73, 1.17], [1.84, -3.41, 0.72], [2.64, -1.46, -0.58]],
  "homo_ev": [-6.26, -6.63],
  "e_lumo_ev": [-1.31, -1.56],
  "spin_multiplicity": 2,
  "s_squared": 0.75
}


Entry 9:
{
  "formula": "C5H9LiO4Yb",
  "method": "ωB97M-V with the def2-TZVPD basis set",
  "symbols": ["Yb", "O", "O", "O", "O", "C", "C", "C", "C", "C", "Li", "H", "H", "H", "H", "H", "H", "H", "H", "H"],
  "positions_angstrom": [[4.17, 0.13, 0.64], [0.62, -0.20, -0.48], [-1.86, 0.18, 0.44], [0.64, -2.64, 0.62], [4.27, -0.02, -1.46], [-1.16, 1.29, -0.09], [1.88, -0.81, -0.27], [1.74, -2.11, 0.22], [-3.26, 0.31, 0.39], [0.32, 1.04, 0.11], [-0.77, -1.46, 0.19], [-3.70, -0.59, 0.85], [0.54, 1.02, 1.19], [-1.46, 2.22, 0.42], [0.88, 1.87, -0.37], [-3.61, 0.39, -0.65], [-1.39, 1.39, -1.17], [3.08, -0.46, -1.75], [2.65, -2.74, 0.21], [-3.58, 1.20, 0.95]],
  "homo_ev": [-11.71, -11.61],
  "e_lumo_ev": [-4.41, -4.66],
  "charge": 1,
  "spin_multiplicity": 2,
  "s_squared": 0.77
}


Entry 10:
{
  "formula": "C5H9MgO4Sn",
  "method": "ωB97M-V with the def2-TZVPD basis set",
  "symbols": ["Sn", "Mg", "O", "O", "O", "O", "C", "C", "C", "C", "C", "H", "H", "H", "H", "H", "H", "H", "H", "H"],
  "positions_angstrom": [[1.51, -1.26, -0.02], [0.60, 1.51, -0.86], [1.96, 0.58, 0.18], [3.41, -1.55, 0.67], [-1.29, 0.73, -0.40], [-0.23, -1.66, -0.46], [-1.57, -0.09, 0.73], [-2.38, 0.94, -1.29], [4.10, -0.49, 0.83], [-1.40, -1.53, 0.27], [3.32, 0.78, 0.49], [3.38, 1.44, 1.38], [3.89, 1.30, -0.30], [-1.61, -2.19, 1.14], [-3.29, 1.11, -0.70], [-2.50, 0.07, -1.94], [-2.23, -1.77, -0.42], [-2.20, 1.81, -1.93], [-0.90, 0.19, 1.55], [-2.58, 0.08, 1.11]],
  "homo_ev": [-5.28, -6.43],
  "e_lumo_ev": [-1.23, -0.67],
  "spin_multiplicity": 2,
  "s_squared": 1.53
}


Entry 11:
{
  "formula": "C5H9N",
  "method": "ωB97M-V with the def2-TZVPD basis set",
  "symbols": ["N", "C", "C", "C", "C", "C", "H", "H", "H", "H", "H", "H", "H", "H", "H"],
  "positions_angstrom": [[3.36, -1.21, -1.24], [0.20, -0.21, -0.57], [2.61, -0.51, -0.72], [-1.83, -0.19, 1.00], [1.56, 0.33, -0.11], [-1.05, 0.55, -0.09], [1.72, 1.36, -0.43], [-2.79, 0.29, 1.20], [-0.79, 1.56, 0.25], [0.22, -0.24, -1.67], [-1.72, 0.69, -0.96], [1.68, 0.30, 0.98], [0.13, -1.26, -0.24], [-1.27, -0.24, 1.94], [-2.03, -1.22, 0.68]],
  "smiles": "CCCCC#N",
  "homo_ev": -11.46,
  "e_lumo_ev": 0.87
}


Entry 12:
{
  "formula": "C5H9N",
  "method": "ωB97M-V with the def2-TZVPD basis set",
  "symbols": ["N", "C", "C", "C", "C", "C", "H", "H", "H", "H", "H", "H", "H", "H", "H"],
  "positions_angstrom": [[1.52, -0.14, -1.92], [-0.85, 0.17, 0.87], [-1.97, 1.17, 1.18], [1.01, -0.49, -0.66], [1.51, -1.47, 0.10], [-0.10, 0.36, -0.22], [-0.20, 1.26, -0.82], [-2.87, 0.55, 1.14], [2.09, -0.87, -2.35], [2.35, -2.07, -0.25], [-1.89, 1.54, 2.21], [-1.99, 2.01, 0.49], [0.78, 0.04, -2.59], [1.10, -1.74, 1.06], [-0.49, -0.31, 1.76]],
  "smiles": "C=C(N)/C=C/C",
  "homo_ev": -8.00,
  "e_lumo_ev": 1.12
}